Record 1
184
Properties=species:S:1:pos:R:3 method="wB97M-V/def2-TZVPD" homo_lumo_gap_ev=6.78 charge=0 energy_ev=-140992.874 lumo_energy_ev=-0.86
H 17.994 19.054 9.269
O 22.088 22.323 14.599
H 24.594 14.927 11.693
C 20.740 13.770 12.672
H 13.353 9.191 12.629
H 17.236 20.286 10.251
O 17.695 12.452 11.198
O 8.205 10.091 14.599
H 21.808 14.853 9.741
N 16.311 16.182 8.582
O 18.408 16.792 8.191
O 16.579 8.598 13.567
C 13.024 16.406 15.782
H 16.248 13.016 9.898
H 17.327 9.443 11.646
N 15.223 9.683 15.058
N 10.548 13.979 12.602
O 20.910 13.220 11.661
H 22.535 15.661 8.392
H 17.239 20.172 11.989
C 17.691 18.730 15.364
C 19.525 13.078 7.948
H 20.303 11.762 16.836
H 17.373 10.137 13.284
H 17.198 11.962 18.187
O 18.124 19.657 16.000
H 22.265 17.663 14.832
H 22.677 13.647 13.302
H 19.363 17.989 14.643
H 13.618 14.654 8.906
N 19.594 14.197 13.097
O 22.010 17.898 6.399
N 18.361 17.864 14.639
H 9.504 11.512 12.187
O 12.361 9.778 9.901
H 17.341 14.892 11.463
C 22.111 18.049 7.603
O 18.937 17.864 11.129
H 16.474 12.153 16.658
H 19.156 11.360 18.254
N 14.904 18.029 10.747
N 12.799 9.626 11.905
O 11.961 12.254 12.552
O 24.804 15.786 9.438
O 15.818 16.156 13.744
C 23.826 15.238 9.917
C 18.284 18.845 11.185
N 13.219 7.828 10.638
H 10.462 9.920 14.767
C 17.519 11.347 11.664
H 10.500 13.810 13.597
N 16.754 18.003 7.505
N 20.253 15.368 17.470
C 13.955 17.198 10.680
H 17.802 17.258 14.055
N 17.208 15.580 12.190
H 14.344 7.767 15.497
N 16.410 18.374 15.305
H 15.338 16.358 8.375
H 21.420 17.364 9.305
H 20.242 14.441 17.070
H 16.584 15.073 15.508
H 24.054 18.358 7.717
C 9.004 10.564 13.795
N 11.964 15.812 16.287
N 22.641 15.181 9.274
C 17.203 16.933 8.056
C 18.379 11.827 16.528
N 17.887 19.519 10.159
O 18.456 12.166 15.397
H 15.467 13.996 16.304
H 17.108 10.121 10.066
N 22.497 21.203 12.855
H 16.565 15.242 8.849
H 21.388 14.228 14.401
H 12.389 10.865 15.485
H 17.897 11.781 13.531
N 20.772 17.366 17.622
H 12.499 12.602 18.300
N 20.379 21.220 13.723
N 17.871 19.424 12.239
C 9.705 17.984 13.445
H 22.501 20.945 11.879
H 14.944 13.826 13.142
C 11.295 13.135 11.956
N 21.726 13.925 13.498
H 20.859 16.994 12.063
N 19.426 11.635 17.321
H 17.939 19.060 13.178
H 19.774 21.622 14.425
H 14.746 13.966 10.273
H 21.040 18.164 17.065
C 12.830 9.084 10.748
N 16.177 14.712 16.359
C 15.673 8.696 14.367
H 11.246 16.805 13.820
H 12.574 16.494 11.917
H 11.621 16.062 17.204
N 13.766 13.816 8.362
H 7.786 11.340 12.307
N 19.357 13.920 8.913
N 10.303 10.458 13.927
H 11.073 10.723 13.330
H 12.739 15.021 14.757
H 20.388 15.541 18.456
H 19.488 11.134 7.671
H 11.743 10.939 17.075
N 13.337 17.147 11.804
O 16.094 14.753 18.592
H 14.931 18.721 11.482
H 16.044 17.578 14.801
N 17.253 11.796 17.192
H 16.290 13.543 12.021
H 11.991 12.760 10.189
H 10.353 19.799 12.931
H 23.752 18.428 14.117
N 12.504 11.151 16.447
H 12.368 10.528 12.044
H 13.904 16.161 14.094
N 21.090 17.781 8.447
N 11.317 13.314 10.699
C 21.613 21.617 13.730
H 17.119 16.678 16.475
H 17.391 16.565 12.063
O 15.390 12.493 7.715
H 17.369 16.648 18.221
N 10.976 17.757 13.619
N 17.259 16.171 17.337
H 11.417 15.198 15.700
H 13.290 7.231 11.450
H 20.639 17.455 18.619
H 13.132 13.641 7.595
H 19.060 13.478 9.771
C 20.635 16.396 16.841
N 8.704 11.129 12.670
N 23.850 14.662 11.063
N 19.443 11.838 8.393
H 15.449 6.784 14.519
H 8.597 19.598 12.915
H 13.351 7.456 9.708
C 16.474 15.144 17.495
O 19.717 13.355 6.712
O 23.136 18.074 11.923
H 19.379 14.103 14.080
H 15.744 18.995 15.742
H 20.065 20.625 12.970
O 20.761 16.485 15.636
H 20.976 16.919 13.843
O 14.333 12.451 15.831
H 15.345 18.116 9.842
H 11.653 18.422 13.272
H 23.062 18.736 9.073
H 23.138 14.030 11.401
H 13.960 13.286 18.137
H 20.190 17.427 8.157
N 17.277 10.259 11.053
C 14.892 13.258 8.519
H 10.183 14.746 12.056
N 21.279 17.259 12.942
H 15.762 18.145 7.381
N 13.331 12.610 17.728
N 15.460 13.601 9.660
H 19.252 11.559 9.345
H 15.628 10.608 15.017
H 23.430 21.224 13.242
H 17.377 18.439 6.839
H 14.433 9.436 15.637
N 17.518 11.069 12.923
N 15.813 14.106 12.710
C 16.216 15.324 12.952
O 13.627 16.475 9.697
H 10.671 14.051 10.456
O 8.849 17.182 13.537
O 13.809 17.128 16.265
H 13.744 17.563 12.630
N 9.527 19.237 13.073
C 13.466 12.098 16.564
H 18.798 14.280 12.481
C 22.557 17.677 12.880
N 13.050 15.969 14.597
N 23.129 18.411 8.119
N 22.878 17.924 14.073
H 19.040 14.847 8.668
N 15.007 7.664 14.742

---

Record 2
10
Properties=species:S:1:pos:R:3 method="wB97M-V/def2-TZVPD" homo_lumo_gap_ev=8.48 smiles="S=C1SCCS1" charge=0 energy_ev=-35679.984 lumo_energy_ev=-0.29
S 0.829 0.883 1.119
H -0.997 -0.211 -1.700
H -0.910 1.905 -0.228
C 1.278 -0.763 1.042
S 2.091 -1.537 2.182
H 0.408 1.404 -1.192
C -0.139 0.996 -0.234
S 0.171 -1.788 -0.202
C -0.847 -0.347 -0.689
H -1.885 -0.544 -0.098

---

Record 3
18
Properties=species:S:1:pos:R:3 method="wB97M-V/def2-TZVPD" homo_lumo_gap_ev=7.91 charge=-1 energy_ev=-95849.862 lumo_energy_ev=3.17
H 1.929 0.475 -2.043
O -0.436 -0.691 2.445
H -2.182 0.850 -2.514
C 0.992 0.202 -1.644
C -0.692 -1.390 1.374
C 0.864 -0.496 -0.437
N 1.733 0.428 1.959
Br 2.645 -0.390 3.273
O -1.121 -2.541 1.371
C -0.376 -0.674 0.097
C -1.327 0.450 -1.907
H -2.430 -0.326 -0.183
O -0.341 1.857 1.668
S 0.409 1.000 2.568
H 0.049 1.408 -3.251
C -1.468 -0.192 -0.667
C -0.075 0.734 -2.292
H 1.827 -0.702 0.182

---

Energy above the lowest of the compared OMol25 structures with the same formula, charge and spin (kcal/mol)
397.0, 34.4, 0.0